Below is a structure of composition C26H33FeN6O2S at a distorted geometry, with properties calculated with wB97M-V/def2-TZVPD.

For the frontier orbital gap (alpha / beta), the calculation gives 7.2 / 7.6 eV. As for the charge: +2. As for the multiplicity: 2. The total energy comes out at -3151.067696 a.u. Its LUMO energy (alpha / beta) is -7.32 / -6.94 eV.

Geometry as XYZ:
```
69
Properties=species:S:1:pos:R:3:forces:R:3:nbo_charge:R:1
Fe 1.845 0.912 -0.455 -0.40 0.05 1.16 1.189
C -1.532 2.171 1.881 0.02 0.03 0.00 -0.233
C -0.601 2.091 0.839 -0.02 0.00 -0.01 0.125
N 0.310 1.139 0.793 -0.14 -0.05 -0.23 -0.444
C 0.364 0.247 1.807 -0.04 0.04 0.03 0.139
C -0.520 0.238 2.881 0.02 0.01 -0.01 -0.064
C -1.501 1.249 2.897 0.00 -0.01 0.01 -0.079
C -0.360 -0.780 3.884 0.00 0.00 0.01 -0.161
C 0.627 -1.703 3.797 -0.01 -0.01 0.02 -0.159
C 1.556 -1.693 2.701 -0.01 0.01 -0.03 -0.089
C 2.608 -2.610 2.513 0.00 0.00 0.00 -0.074
C 3.419 -2.498 1.408 0.01 0.00 0.00 -0.238
C 3.212 -1.463 0.490 0.04 0.01 0.00 0.094
N 2.230 -0.591 0.660 -0.02 0.02 0.07 -0.416
C 1.410 -0.707 1.730 -0.03 -0.08 -0.03 0.229
H -2.254 2.975 1.878 -0.01 0.00 0.00 0.256
H -0.596 2.820 0.038 -0.01 -0.02 0.00 0.225
H -2.212 1.301 3.712 0.00 0.00 0.00 0.248
H -1.048 -0.794 4.719 0.01 0.00 0.01 0.248
H 0.734 -2.464 4.559 0.00 0.00 0.00 0.247
H 2.772 -3.399 3.237 0.00 0.00 0.00 0.250
H 4.231 -3.190 1.238 0.00 0.00 0.00 0.262
H 3.846 -1.325 -0.376 0.00 0.01 0.00 0.255
C -4.197 -0.254 -3.786 0.00 0.00 0.01 -0.611
C -3.674 1.067 -4.354 0.00 0.00 0.01 -0.410
C -2.199 1.367 -4.082 0.01 0.00 0.02 -0.411
C -1.852 1.738 -2.645 0.00 -0.01 0.01 -0.224
N -1.987 0.607 -1.711 -0.05 0.00 -0.06 -0.553
C -1.070 -0.304 -1.426 0.00 -0.13 0.07 0.405
S 0.562 -0.100 -2.030 0.56 0.28 -0.21 -0.155
N -1.437 -1.383 -0.748 0.05 0.09 0.01 -0.559
C -0.637 -2.579 -0.458 0.00 0.01 -0.02 -0.221
C -1.090 -3.790 -1.268 -0.01 0.02 0.01 -0.410
C -2.424 -4.405 -0.839 0.01 0.00 0.01 -0.409
C -3.675 -3.612 -1.222 0.01 0.04 0.01 -0.616
H -5.110 -0.557 -4.295 0.00 0.01 0.01 0.244
H -4.460 -0.191 -2.725 0.02 0.00 0.01 0.171
H -3.468 -1.058 -3.916 -0.01 0.00 -0.01 0.200
H -4.287 1.896 -3.989 -0.01 0.01 -0.03 0.208
H -3.808 1.053 -5.436 0.01 -0.01 0.00 0.233
H -1.889 2.209 -4.705 0.00 0.01 0.01 0.238
H -1.580 0.515 -4.382 0.01 0.01 -0.02 0.209
H -2.510 2.525 -2.274 -0.02 0.01 -0.01 0.218
H -0.827 2.095 -2.582 -0.03 0.02 0.01 0.224
H -2.943 0.355 -1.495 -0.02 0.02 0.03 0.411
H -2.428 -1.492 -0.575 -0.02 0.02 0.01 0.414
H -0.724 -2.781 0.613 0.02 0.01 0.01 0.206
H 0.398 -2.334 -0.681 0.04 0.00 0.01 0.223
H -0.308 -4.546 -1.175 0.01 0.02 0.03 0.233
H -1.125 -3.508 -2.325 0.02 -0.04 -0.01 0.213
H -2.411 -4.571 0.243 0.01 -0.05 -0.01 0.203
H -2.490 -5.395 -1.290 0.00 0.02 -0.03 0.233
H -3.895 -2.796 -0.524 0.01 0.01 0.00 0.172
H -4.557 -4.250 -1.205 0.00 0.00 0.01 0.247
H -3.594 -3.196 -2.229 -0.01 -0.01 -0.01 0.208
C 3.966 4.521 3.212 0.00 0.01 0.00 -0.402
N 3.979 3.610 2.061 0.00 0.03 -0.01 -0.388
C 5.124 3.308 1.409 -0.03 -0.03 -0.02 0.167
C 5.178 2.457 0.346 -0.02 0.03 0.01 -0.402
C 3.940 1.923 -0.042 0.19 -0.10 -0.49 0.610
O 3.700 1.077 -0.994 0.02 -0.14 -0.32 -0.662
N 2.801 2.243 0.588 -0.06 -0.10 -0.07 -0.649
C 2.744 3.060 1.692 -0.09 -0.01 0.05 0.780
O 1.731 3.307 2.306 0.02 -0.05 0.00 -0.606
H 4.967 4.917 3.351 0.00 0.00 0.00 0.223
H 3.650 3.984 4.104 0.00 0.00 0.00 0.230
H 3.267 5.332 3.026 0.00 0.00 0.00 0.238
H 6.014 3.790 1.792 0.00 0.00 -0.01 0.241
H 6.094 2.219 -0.168 0.01 0.01 0.01 0.272
```
Forces are in eV/Å.